Entry 1:
Formula: H21O11
Source: the Open Molecules 2025 dataset
Level of theory: wB97M-V/def2-TZVPD

Structure (XYZ):
```
32
Properties=species:S:1:pos:R:3
H -0.159 -3.303 2.285
O 4.291 1.449 1.937
H 0.314 -0.024 1.880
H 4.291 0.513 1.679
O 0.898 3.001 3.087
H 0.094 3.315 2.695
O -4.163 -0.431 -1.507
H 3.520 1.582 2.513
O 0.477 -3.723 2.888
H -3.164 -0.102 -1.372
O 1.534 1.987 -1.220
H -1.266 -4.521 -1.452
O -0.445 -4.134 -1.812
H -0.140 -0.935 -1.375
O 0.805 -1.321 -1.441
H -4.104 -0.986 -0.676
H 1.280 -3.464 2.442
H -1.473 2.687 -2.782
H 2.088 1.285 -0.911
H 0.766 -1.237 2.823
O -1.585 2.251 -3.628
H 0.845 -1.399 -2.421
H -1.020 0.702 -0.293
H -0.057 -3.591 -1.135
O -0.666 1.899 -0.095
H -1.499 1.393 -3.217
O 0.124 -0.925 2.185
H -1.094 0.333 -1.759
H -1.262 2.621 -0.183
H 0.656 2.027 -0.565
O -1.463 -0.126 -0.955
H 1.578 3.177 2.385
```

Values from the calculation:
LUMO level (eV): 2.6
Strongest force on any atom (hartree/bohr): 0.070
Multiplicity: 1
Net charge: -1

So, what does the Löwdin scheme give us? The charges, in e, come out as:
1. H 0.032
2. O -0.069
3. H 0.037
4. H 0.039
5. O -0.075
6. H 0.012
7. O -0.185
8. H 0.026
9. O -0.065
10. H 0.033
11. O -0.198
12. H 0.041
13. O -0.071
14. H -0.010
15. O -0.134
16. H 0.032
17. H 0.022
18. H 0.022
19. H -0.039
20. H 0.015
21. O -0.041
22. H 0.043
23. H -0.004
24. H -0.006
25. O -0.245
26. H 0.002
27. O -0.056
28. H 0.030
29. H -0.007
30. H -0.018
31. O -0.219
32. H 0.056

=====

Entry 2:
Formula: H22O11
Source: the Open Molecules 2025 dataset
Level of theory: wB97M-V/def2-TZVPD

Structure (XYZ):
```
33
Properties=species:S:1:pos:R:3
O -0.441 -0.792 1.055
H -2.506 -3.153 1.123
H -2.702 0.842 2.142
H -0.037 2.148 -3.300
O 2.484 0.367 -2.109
H 5.111 -0.445 -1.574
O 3.691 -3.763 0.941
O -0.562 4.340 -0.392
H 1.228 2.452 3.091
H 1.851 2.889 4.391
O 2.020 2.677 3.458
O -3.743 0.615 -0.311
H -2.598 -1.235 -2.162
H 4.000 0.196 -0.870
H -2.035 -2.496 -1.457
H -3.796 0.082 -1.103
H -1.337 0.301 1.847
H 3.197 -2.971 1.252
H 0.110 4.647 -0.988
O -2.498 -2.140 -2.233
H 0.351 1.284 -2.131
O -2.333 0.108 1.696
H 0.055 3.768 0.226
H 1.748 0.571 -2.622
O 4.471 -0.706 -0.906
O -3.360 -2.757 1.124
H 3.162 -4.556 0.975
H 0.024 -0.659 0.155
H -3.671 -3.041 2.063
H 2.174 0.669 -1.225
O -0.326 1.460 -2.697
H -2.759 0.841 -0.293
H -0.973 -1.544 0.835
```

Values from the calculation:
LUMO level (eV): -0.8
Strongest force on any atom (hartree/bohr): 0.107
SMILES string: O.O.O.O.O.O.O.O.O.O.O
Multiplicity: 1
Net charge: 0

So, what does the Löwdin scheme give us? The charges, in e, come out as:
1. O -0.080
2. H -0.010
3. H 0.018
4. H 0.063
5. O -0.029
6. H 0.029
7. O -0.069
8. O -0.090
9. H -0.038
10. H 0.057
11. O -0.020
12. O -0.081
13. H -0.034
14. H 0.044
15. H 0.036
16. H 0.004
17. H 0.059
18. H 0.047
19. H 0.005
20. O -0.011
21. H -0.067
22. O -0.123
23. H 0.088
24. H -0.018
25. O -0.091
26. O -0.070
27. H 0.017
28. H 0.109
29. H 0.103
30. H 0.064
31. O 0.010
32. H 0.057
33. H 0.020

=====

Entry 3:
Formula: H22O11
Source: the Open Molecules 2025 dataset
Level of theory: wB97M-V/def2-TZVPD

Structure (XYZ):
```
33
Properties=species:S:1:pos:R:3
H -1.338 -1.969 2.407
O 0.407 3.367 -1.406
H 2.137 -2.264 -0.990
H 2.529 -0.221 -1.717
O 2.300 -0.184 1.617
H 1.382 -0.054 1.374
H -0.442 -2.779 -0.511
H 0.064 4.227 -1.602
H -2.041 -0.123 2.125
H -0.318 0.801 -3.190
H -0.456 -2.514 3.361
H -0.182 2.141 -2.514
H -0.004 -0.494 0.034
H 2.741 0.617 1.320
H -2.824 -2.475 0.801
H -1.611 0.933 -0.333
O -2.436 1.432 -0.362
H 0.527 0.801 -0.527
O -0.807 1.568 -3.015
O -2.604 -1.537 0.884
O 2.222 0.683 -1.686
H 0.815 3.491 -0.546
H -2.666 1.590 -1.280
H 3.023 1.202 -1.740
H 0.360 -2.258 0.718
O 2.916 -1.796 -0.699
H -1.455 1.279 2.390
O -0.419 -1.952 2.568
O 0.045 0.437 0.206
H -2.520 -1.228 -0.018
O -2.236 0.707 2.549
H 2.616 -1.217 -0.002
O 0.270 -2.212 -0.225
```

Values from the calculation:
LUMO level (eV): -0.2
Strongest force on any atom (hartree/bohr): 0.044
SMILES string: O.O.O.O.O.O.O.O.O.O.O
Multiplicity: 1
Net charge: 0

So, what does the Löwdin scheme give us? The charges, in e, come out as:
1. H -0.016
2. O -0.023
3. H 0.016
4. H 0.006
5. O -0.045
6. H -0.013
7. H 0.071
8. H 0.056
9. H -0.050
10. H -0.006
11. H 0.081
12. H -0.007
13. H -0.009
14. H 0.051
15. H 0.072
16. H -0.037
17. O -0.069
18. H 0.014
19. O -0.052
20. O -0.035
21. O -0.038
22. H 0.066
23. H 0.022
24. H 0.056
25. H 0.024
26. O -0.057
27. H 0.049
28. O -0.022
29. O -0.044
30. H 0.051
31. O -0.063
32. H -0.022
33. O -0.026

=====

Entry 4:
Formula: H22O11
Source: the Open Molecules 2025 dataset
Level of theory: wB97M-V/def2-TZVPD

Structure (XYZ):
```
33
Properties=species:S:1:pos:R:3
H 0.795 2.652 -1.954
O -5.070 -0.063 0.257
H 3.814 -1.141 -0.900
H -2.940 2.752 3.068
O 4.461 -1.801 -1.233
H -2.435 -2.019 -2.783
O -2.827 -2.338 -1.974
H 0.249 -1.258 2.108
O -1.064 -4.214 -0.538
H -4.508 0.368 0.826
O 3.956 3.406 2.018
O -3.487 2.388 2.375
H -2.375 -3.246 -2.061
H 2.525 -3.104 0.490
O -0.031 4.403 -2.477
O 0.947 1.702 -1.724
H 0.411 0.830 0.614
H -0.362 -2.728 2.228
H 5.078 -1.210 -1.818
H -3.793 3.176 1.905
H -1.023 -4.304 0.435
H -0.136 -4.378 -0.664
O -0.423 0.396 0.289
H -0.440 3.545 -2.750
H 3.333 4.132 2.002
H 3.950 -3.106 1.096
H 1.166 1.415 -2.683
O 0.021 -2.036 2.682
H 3.716 3.004 1.084
H -0.844 0.148 1.049
H -0.375 4.703 -1.646
H -5.419 0.582 -0.402
O 3.130 -2.656 1.083
```

Values from the calculation:
LUMO level (eV): -0.1
Strongest force on any atom (hartree/bohr): 0.082
SMILES string: O.O.O.O.O.O.O.O.O.O.O
Multiplicity: 1
Net charge: 0

So, what does the Löwdin scheme give us? The charges, in e, come out as:
1. H -0.005
2. O -0.033
3. H 0.031
4. H 0.029
5. O -0.127
6. H 0.009
7. O -0.090
8. H 0.046
9. O -0.040
10. H -0.044
11. O -0.104
12. O -0.049
13. H 0.047
14. H 0.029
15. O -0.055
16. O -0.106
17. H 0.062
18. H -0.030
19. H 0.090
20. H 0.040
21. H 0.051
22. H 0.027
23. O -0.040
24. H 0.062
25. H 0.010
26. H 0.015
27. H 0.091
28. O -0.029
29. H 0.094
30. H -0.039
31. H 0.037
32. H 0.059
33. O -0.038

=====

Entry 5:
Formula: H22O11
Source: the Open Molecules 2025 dataset
Level of theory: wB97M-V/def2-TZVPD

Structure (XYZ):
```
33
Properties=species:S:1:pos:R:3
O -5.042 -0.047 -1.593
O 2.453 3.362 -0.083
H -3.530 1.105 1.214
H -1.161 -1.037 1.851
H 1.100 0.093 4.098
O 2.993 -0.793 -0.749
O -4.433 1.134 0.894
H 0.113 -0.946 4.784
H -4.649 1.970 0.484
H 1.500 -3.814 0.717
O 0.323 4.137 -3.013
H 4.338 0.525 -2.314
H 0.693 3.285 -2.991
H 3.096 2.767 -0.480
H 3.112 -1.677 -0.392
H -0.625 4.164 -2.875
H 1.557 -1.441 0.610
H 0.943 -3.953 -0.624
O 1.770 -3.703 -0.200
O -1.753 -0.574 1.253
H -1.251 -0.075 0.606
O -3.477 -1.966 -0.625
H 1.470 -0.753 1.995
O 5.099 0.513 -1.725
H 2.658 -0.776 -1.646
H -3.039 -1.405 0.014
H -5.257 0.783 -1.190
H 4.621 0.668 -0.903
O 1.014 -1.343 1.399
O 0.976 -0.806 4.406
H -4.752 -0.703 -0.945
H -2.802 -2.394 -1.151
H 1.938 3.697 -0.826
```

Values from the calculation:
LUMO level (eV): -0.4
Strongest force on any atom (hartree/bohr): 0.046
SMILES string: O.O.O.O.O.O.O.O.O.O.O
Multiplicity: 1
Net charge: 0

So, what does the Löwdin scheme give us? The charges, in e, come out as:
1. O -0.080
2. O -0.051
3. H 0.018
4. H 0.031
5. H 0.037
6. O -0.045
7. O -0.043
8. H 0.035
9. H 0.039
10. H 0.045
11. O -0.028
12. H 0.016
13. H 0.000
14. H 0.018
15. H 0.040
16. H 0.043
17. H -0.010
18. H 0.049
19. O -0.045
20. O -0.047
21. H 0.052
22. O -0.046
23. H 0.027
24. O -0.063
25. H 0.059
26. H -0.005
27. H -0.012
28. H 0.009
29. O -0.053
30. O -0.039
31. H -0.016
32. H 0.049
33. H 0.015

=====

Entry 6:
Formula: H22O11
Source: the Open Molecules 2025 dataset
Level of theory: wB97M-V/def2-TZVPD

Structure (XYZ):
```
33
Properties=species:S:1:pos:R:3
H -2.020 -2.179 2.860
H 1.007 -2.032 -1.182
H -0.996 -0.563 -1.402
H -3.191 1.541 2.231
H 1.369 2.863 -0.055
H -1.256 -2.287 -1.404
H 2.835 0.482 1.670
O 2.739 1.313 1.858
O -1.038 0.147 0.160
H -1.457 2.105 0.159
H -3.542 1.433 1.002
H 2.281 -1.564 -2.037
H -0.159 0.215 0.379
O -2.431 -1.858 2.006
O 1.170 -1.246 1.475
H 2.834 0.690 -2.106
O -1.237 -0.463 -2.339
H 2.286 1.697 1.125
H -1.508 -1.817 1.770
O 1.761 0.657 -2.014
O -0.556 -2.906 -1.175
H 1.873 1.784 -0.809
H 0.479 -1.978 1.576
H -1.533 0.370 -2.429
H 2.009 -1.463 1.018
O -0.819 2.787 0.042
H -0.757 2.610 -0.938
O 2.104 2.401 -0.047
O -2.804 1.528 1.501
H -1.124 -3.314 -0.482
O 1.807 -1.353 -1.238
H -1.718 0.640 0.709
H 1.590 -0.241 -1.882
```

Values from the calculation:
LUMO level (eV): -0.2
Strongest force on any atom (hartree/bohr): 0.230
Multiplicity: 1
Net charge: 0

So, what does the Löwdin scheme give us? The charges, in e, come out as:
1. H 0.080
2. H 0.105
3. H -0.017
4. H -0.031
5. H -0.047
6. H 0.026
7. H -0.104
8. O -0.002
9. O -0.054
10. H -0.042
11. H 0.054
12. H 0.085
13. H 0.000
14. O -0.062
15. O -0.076
16. H 0.163
17. O -0.021
18. H -0.111
19. H -0.028
20. O -0.095
21. O -0.046
22. H 0.042
23. H 0.068
24. H -0.027
25. H 0.052
26. O -0.046
27. H 0.081
28. O 0.017
29. O 0.129
30. H 0.083
31. O -0.044
32. H 0.034
33. H -0.167

=====

Entry 7:
Formula: H22O11
Source: the Open Molecules 2025 dataset
Level of theory: wB97M-V/def2-TZVPD

Structure (XYZ):
```
33
Properties=species:S:1:pos:R:3
O -0.371 -0.702 -0.013
H 0.483 -3.376 -1.597
O 0.888 -1.792 3.222
H 0.683 0.742 -0.885
H 0.140 3.475 -0.597
O -2.690 -1.250 1.146
O 1.350 -3.666 -1.914
H -4.526 1.295 -0.722
H -1.121 1.306 1.581
H 3.905 2.984 0.535
O -0.212 1.371 1.589
O 3.859 -1.704 -0.597
O -0.286 0.622 -0.987
H -1.990 -1.630 0.638
H 0.191 -1.039 -0.750
O 0.999 3.863 -0.567
H -0.107 1.420 2.542
O -2.776 0.302 -1.301
H 3.298 2.496 -0.848
H 1.191 -4.209 -2.646
H 3.068 -1.326 -0.231
H -1.876 0.006 -1.416
O -4.771 0.366 -0.314
H 1.483 3.465 0.209
H -2.416 -0.343 0.927
O 3.965 2.343 -0.204
H 0.178 -0.348 0.638
H -3.069 0.605 -2.096
H 0.779 -1.029 2.668
H 1.858 -1.881 3.259
H -0.465 0.795 -1.838
H 4.362 -1.789 0.220
H -5.696 0.376 -0.070
```

Values from the calculation:
LUMO level (eV): -0.4
Strongest force on any atom (hartree/bohr): 0.310
Multiplicity: 1
Net charge: 0

So, what does the Löwdin scheme give us? The charges, in e, come out as:
1. O -0.124
2. H 0.032
3. O -0.042
4. H 0.118
5. H 0.003
6. O -0.060
7. O -0.031
8. H 0.099
9. H 0.015
10. H 0.052
11. O 0.010
12. O -0.042
13. O -0.125
14. H -0.010
15. H 0.114
16. O -0.064
17. H 0.075
18. O -0.026
19. H -0.004
20. H 0.002
21. H -0.002
22. H 0.019
23. O -0.115
24. H 0.045
25. H 0.000
26. O -0.052
27. H 0.002
28. H 0.006
29. H -0.017
30. H 0.046
31. H 0.006
32. H 0.038
33. H 0.027

=====

Entry 8:
Formula: H22O11
Source: the Open Molecules 2025 dataset
Level of theory: wB97M-V/def2-TZVPD

Structure (XYZ):
```
33
Properties=species:S:1:pos:R:3
H -2.306 0.138 -3.001
H 0.515 -1.790 -4.107
H -1.825 1.344 3.296
O -1.734 -0.297 -2.358
H -0.938 3.114 0.591
O 1.556 -5.614 -0.385
H -1.213 2.454 -0.750
H -3.703 0.232 -0.860
H 1.787 0.809 2.034
O -0.399 -1.967 -3.861
H 0.744 -5.904 0.047
H 2.133 1.894 0.777
H -2.929 2.008 4.104
H -0.331 -2.627 -3.162
O -3.367 -0.657 -0.704
H 0.847 0.790 -0.328
O -1.994 1.776 4.142
O 2.279 0.676 2.853
H 3.105 1.152 2.711
O 2.597 1.424 0.075
H 1.410 -4.677 -0.554
O 1.186 0.099 0.252
O -0.286 -3.335 2.424
H -1.228 -3.486 2.566
O -1.657 2.872 -0.004
H -3.203 -0.682 0.246
O 2.068 4.699 -2.133
H 2.602 5.151 -1.469
H 1.713 3.933 -1.667
H -0.255 -2.522 1.907
H 2.887 0.605 0.493
H -1.215 -0.914 -2.885
H 1.155 -0.698 -0.289
```

Values from the calculation:
LUMO level (eV): -0.6
Strongest force on any atom (hartree/bohr): 0.129
SMILES string: O.O.O.O.O.O.O.O.O.O.O
Multiplicity: 1
Net charge: 0

So, what does the Löwdin scheme give us? The charges, in e, come out as:
1. H 0.045
2. H 0.072
3. H 0.022
4. O -0.092
5. H 0.029
6. O -0.059
7. H 0.022
8. H 0.036
9. H -0.023
10. O -0.027
11. H 0.035
12. H 0.036
13. H 0.035
14. H 0.065
15. O -0.077
16. H 0.066
17. O -0.059
18. O -0.046
19. H 0.043
20. O -0.106
21. H 0.020
22. O -0.102
23. O -0.055
24. H 0.035
25. O -0.051
26. H 0.031
27. O -0.056
28. H 0.037
29. H 0.014
30. H 0.021
31. H 0.056
32. H -0.043
33. H 0.075

=====

Summary of DFT total energy in Eh
-840.24971 -840.67898 -840.83062 -840.73213 -840.78610 -840.63024 -840.52412 -840.68770
(order as listed above)